# 1
Below is a cluster of 5 separate species, C38H56F3N2O11PS6 in total at a distorted geometry, with properties calculated with the ωB97M-V functional and the def2-TZVPD basis.

Structure (XYZ):
```
117
C38H56F3N2O11PS6 | the Open Molecules 2025 dataset | the ωB97M-V functional and the def2-TZVPD basis
H 1.855 -3.059 -1.547
H -7.476 3.404 -1.861
C 1.225 -3.322 -0.585
C -1.812 3.772 -2.340
C -0.612 -4.116 2.042
O -3.860 -3.083 1.669
H 9.320 1.002 -4.488
C -3.589 -2.629 -0.825
O 1.525 3.423 -3.516
O -0.315 -1.925 -2.954
O -6.212 5.745 -5.265
H -8.937 1.646 4.739
C 3.610 3.205 0.972
C 5.198 2.845 2.799
H -6.187 -0.161 1.825
C 4.756 2.937 -0.190
S -8.155 0.944 2.596
H 0.093 0.976 -1.981
C 6.335 3.148 1.610
H -0.986 -5.582 3.777
H -0.437 1.670 -3.546
H 3.086 -6.031 3.144
H 7.436 3.071 2.005
H 9.170 -1.167 -5.937
C 7.942 -2.111 -4.408
O 5.814 -1.133 -3.216
H -1.411 -2.332 4.157
H 1.948 -4.164 5.472
H -0.319 5.246 -2.936
H -2.464 1.696 -2.147
O -9.470 0.376 2.390
H 1.057 -6.167 4.264
P 1.914 -5.266 3.536
C -2.750 -3.718 5.549
C 4.388 -1.729 0.906
C -6.955 -0.380 2.572
O -3.979 5.098 -4.245
C -7.975 1.341 4.323
C 1.985 -4.036 0.702
C -1.625 2.335 -1.856
H 5.576 1.984 3.510
H -0.409 -3.652 5.218
S -5.407 4.907 -4.401
H -7.253 2.159 4.405
H -8.030 4.005 -3.434
H 7.427 0.910 -3.025
C 4.524 -3.138 0.065
H 3.706 -5.253 -0.165
O 3.865 2.519 2.248
H 5.053 3.866 3.400
H 4.304 2.345 -1.112
C 6.039 0.885 0.532
C 8.457 -0.889 -5.155
H 8.767 -2.762 -4.102
H -7.018 0.250 5.944
H -6.641 5.828 -2.577
C -4.064 -3.016 5.363
C -7.430 0.066 4.948
N 2.392 -4.052 4.526
H 4.050 -4.792 1.630
H -2.613 4.281 -1.795
H -7.476 -1.305 2.311
C -1.454 -4.567 3.380
C -1.377 -3.407 0.761
H 7.622 -0.360 -5.630
S 7.200 -1.443 -2.932
H -5.478 0.195 4.039
C 8.132 0.081 -2.914
H -6.050 -1.466 4.227
S 4.909 -0.356 -0.298
C -6.162 4.871 -2.787
H 3.615 4.372 1.218
H -7.085 1.777 -3.868
H 5.014 4.019 -0.624
O -7.657 2.053 1.807
H -6.388 3.175 -5.681
C -0.477 4.493 -2.160
C 1.032 -4.425 2.021
H -5.648 2.160 -2.916
F -2.556 -4.755 6.623
C -6.365 -0.447 3.980
N 6.060 2.380 0.333
H -5.374 4.675 -2.054
H -4.787 2.695 -5.039
C 3.590 -4.364 0.623
O 7.596 -2.258 -1.801
F -4.356 -1.634 5.894
O 1.448 3.123 -0.997
H 7.203 -2.681 -4.974
H -4.751 -2.530 -1.040
C -7.144 3.712 -2.857
H 8.664 0.170 -1.964
F -5.173 -3.731 4.633
H -3.177 -1.954 -2.997
C -1.407 -3.440 4.600
S 7.215 0.218 1.620
C -2.687 -2.284 -1.986
H -8.231 -0.677 5.044
C -5.730 3.197 -4.808
H 5.657 -3.489 0.200
H -0.403 4.956 -1.172
H 2.548 2.924 0.565
C -6.407 2.587 -3.582
H 6.172 4.299 1.339
C -0.319 1.858 -2.474
H -2.589 -4.803 3.165
C -2.979 -3.075 0.665
H -2.088 3.766 -3.401
H 4.372 -2.876 -1.066
S 0.789 3.239 -2.281
H 10.046 -0.439 -3.768
C 9.098 0.005 -4.095
H -1.550 2.320 -0.762
C -1.048 -2.358 -1.915
H 5.102 -1.816 1.845
C -0.403 -3.029 -0.541
H 3.267 -1.569 1.267
```

Summary:
Energy relative to the best compared isomer or geometry (same formula, charge and spin) (kcal/mol): 358.4
LUMO energy (eV): -2.49
DFT total energy (a.u.): -5447.8386
Highest occupied orbital energy (Eh): -0.29078
SMILES string: N=[PH2]c1c(CCCSC(=S)N2CCOCC2)cc2c(c1CCC(F)=C(F)F)C(=O)C=CC2=O.O=S1(=O)CCCC1.O=S1(=O)CCCC1.O=S1(=O)CCCC1.O=S1(=O)CCCC1

=====

# 2
Below is a structure of composition C38H57AuN8OP, with properties calculated with the ωB97M-V functional and the def2-TZVPD basis.

Structure (XYZ):
```
106
C38H57AuN8OP | the Open Molecules 2025 dataset | the ωB97M-V functional and the def2-TZVPD basis
H 5.068 0.569 -3.974
H -1.821 -0.439 -6.005
C -1.723 -0.992 5.172
C 4.545 1.718 1.550
H 1.597 2.752 -1.197
C 3.687 1.586 2.576
C -1.669 -1.631 0.932
H -3.985 1.246 4.042
H -3.938 -0.483 -4.850
N 0.163 0.431 2.322
C 3.812 1.297 0.329
C -1.546 0.900 -2.965
H 0.186 -2.495 -2.994
H 3.646 4.116 -5.830
N 2.574 0.932 0.628
H -3.714 0.863 0.957
C 5.835 0.597 -0.874
C 4.494 1.353 -1.015
H -4.498 -1.876 3.079
C -3.139 -4.246 2.756
H 5.444 2.935 -2.154
H -2.323 -4.867 2.382
C -0.873 0.188 3.285
C -3.408 -0.338 -3.908
N 3.724 -0.749 -2.233
H 1.509 -0.484 5.896
C -1.317 -0.284 -5.051
C 0.166 -3.140 4.081
H 1.876 4.033 -5.811
N -0.954 -1.595 -4.513
C -2.892 -0.258 5.100
C -3.061 0.684 4.096
C -2.063 0.915 3.161
C -2.183 -2.350 -4.243
H -0.411 0.298 -5.226
C -0.079 -1.502 -3.359
H -0.372 -3.239 3.138
H -1.463 1.856 1.343
C -3.649 -3.294 1.667
Au -0.321 -0.250 0.289
H -4.922 -4.770 0.733
H -3.297 -4.697 0.040
C -4.818 -2.465 2.218
H -2.689 -2.514 -5.194
H -3.950 -4.900 3.083
H 5.563 2.068 1.592
C 1.295 0.846 2.764
C 2.765 4.178 -5.198
H 1.860 0.698 -3.249
C -0.684 -0.789 4.268
H -4.061 0.203 -3.222
H -2.126 4.147 1.936
H -0.470 -3.527 4.880
N -2.218 0.470 -4.179
N 1.882 2.438 -2.111
P -0.965 -0.583 -1.999
H -3.650 2.597 0.576
H 0.844 -0.981 -3.619
H 1.389 1.032 3.834
H 1.245 -1.397 3.555
C 2.467 1.097 1.986
H 4.327 2.278 -5.277
H -3.255 -1.065 -1.327
C 2.125 3.453 -2.992
C -2.052 3.376 2.705
H -5.204 -1.782 1.459
H 6.329 0.561 -1.847
H 6.510 1.116 -0.195
H -4.423 2.051 2.057
H 0.657 -1.902 6.502
C 2.214 1.051 -2.279
H -0.692 1.524 -3.217
C 4.271 1.169 -3.549
C 3.705 0.715 -2.231
H -1.924 -3.319 -3.814
H -3.681 -0.426 5.822
H -5.627 -3.129 2.529
H 2.717 5.162 -4.745
H 1.062 -3.762 4.036
H 5.485 3.204 -0.415
N 2.850 3.151 -4.148
H -1.613 -1.746 5.942
C 0.546 -1.680 4.341
C 4.866 2.841 -1.236
H -2.817 3.570 3.460
C -2.560 -2.381 1.262
H 5.706 -0.421 -0.508
O 1.694 4.572 -2.786
N -3.101 -1.652 -3.346
H 3.398 -1.125 -1.349
H -4.484 -3.436 -0.341
H -1.077 3.466 3.189
C -4.113 -4.096 0.445
H 2.202 -2.098 5.676
C -2.548 -1.548 -2.003
H 3.847 1.791 3.622
H -2.779 -3.683 3.618
H 4.643 -1.127 -2.420
C -2.245 1.983 2.097
C -3.589 1.862 1.380
H 1.699 0.488 -1.510
C 1.271 -1.528 5.681
H 3.999 3.494 -1.301
H -2.214 1.492 -2.337
H -2.345 -2.538 -1.596
C 3.833 2.165 -4.321
```

Summary:
LUMO energy (spin up / spin down) (eV): -2.72 / -5.30
DFT total energy (a.u.): -2472.2014
Highest occupied orbital energy (spin up / spin down) (Eh): -0.39284 / -0.39540
Total charge: +1
Spin multiplicity: 3
Expectation value of S²: 2.038

=====

# 3
Below is a structure of composition C38H57Br3N17O4S2 at a distorted geometry, with properties calculated with the ωB97M-V functional and the def2-TZVPD basis.

Structure (XYZ):
```
121
C38H57Br3N17O4S2 | the Open Molecules 2025 dataset | the ωB97M-V functional and the def2-TZVPD basis
H -0.642 2.538 3.428
C 1.066 -2.462 10.703
H -11.549 -1.507 -0.339
O -0.567 -2.346 0.244
H 3.149 -3.744 2.542
H 1.866 9.956 -1.430
H 7.354 -7.837 4.334
H 3.996 -4.053 7.968
C -2.986 2.160 -4.161
S -3.781 -1.324 1.337
H 2.372 7.359 -6.000
C 3.347 -4.593 7.282
N -0.283 3.372 5.462
H -13.185 -0.829 -0.206
H -6.746 -1.697 -1.034
H -4.775 6.864 -2.452
H 2.175 -5.065 -6.452
H 1.367 0.632 2.803
C 5.033 7.306 0.628
C 1.358 6.715 -7.759
H 0.761 -3.508 10.762
C 6.743 -7.663 3.448
C -4.579 -0.147 2.506
C -12.297 -1.121 0.355
H 5.763 -8.116 3.597
N 3.094 7.826 -3.492
H -2.809 1.636 -5.102
H 1.581 3.972 -1.916
H 2.499 2.207 6.541
C 2.598 8.287 -2.527
C 7.221 -6.751 -10.575
H 5.263 -6.295 -9.873
C 1.502 -5.588 -7.132
H 1.935 -5.041 2.428
O -4.785 -1.518 0.202
H 1.247 1.596 7.644
H -0.915 -3.162 -3.230
C -3.896 6.237 -2.295
Br -5.196 -0.675 4.339
C 1.128 -3.115 2.848
N 2.422 4.096 1.176
C 0.503 2.665 5.961
H 2.500 -3.959 7.020
C -1.689 2.634 -3.592
C 0.587 1.088 2.109
Br -0.377 1.252 -0.616
H 1.376 -2.124 11.692
N 3.087 -2.207 8.984
H -4.519 1.029 -0.068
C 2.456 4.446 -1.465
H 1.346 -0.316 0.457
H 6.459 -6.592 -8.593
C -0.753 1.551 2.839
N -2.446 -0.527 0.669
C 6.109 6.274 0.714
N 2.787 -6.211 -9.383
H 3.403 7.219 -7.440
H 3.358 4.003 -1.888
C 2.576 6.766 -6.892
H 0.219 -1.862 10.370
H -0.373 -4.819 -2.888
C 4.104 -4.964 6.049
C 1.974 8.878 -1.307
C -7.735 -2.153 -0.956
N -0.673 3.006 -3.146
H 1.519 0.798 6.079
C 2.219 -4.136 2.968
H 5.806 -7.951 -9.532
N 7.922 -8.734 1.311
N 4.691 -5.254 5.078
N 0.406 6.676 -8.438
C 2.223 -5.937 -8.394
H 0.988 8.438 -1.144
C -12.652 -2.171 1.358
C 0.379 0.110 0.869
O -3.507 -2.684 1.907
H 0.652 -4.944 -7.356
N 1.908 -3.496 -4.710
S -0.931 -1.211 1.179
O -0.847 -1.598 2.715
H -7.969 -2.313 0.097
H 7.030 6.662 0.277
H 6.620 -6.589 3.306
N -9.563 -0.556 -2.061
H 6.290 6.015 1.757
H -0.978 0.762 3.647
C 6.116 -6.907 -9.580
H -7.725 -3.115 -1.469
N -4.632 3.683 -2.106
H -3.212 6.364 -3.134
C 2.200 -2.319 9.739
C 1.043 -3.618 -3.931
H -3.642 3.010 -4.345
C 2.436 4.249 0.016
H 1.075 2.038 1.688
H 2.978 -5.494 7.775
H 0.279 -3.459 -1.948
N -12.930 -2.993 2.144
N 8.086 -6.629 -11.354
C 1.507 1.758 6.597
C -4.309 4.804 -2.189
H 2.858 5.756 -6.591
Br -5.718 2.477 3.423
C -0.062 -3.774 -2.936
N 4.192 8.119 0.562
H 2.443 5.511 -1.698
H -3.334 2.095 0.802
H -1.674 1.571 2.172
C 7.405 -8.264 2.249
C -8.760 -1.258 -1.575
N 0.236 -2.273 2.757
H -3.397 6.546 -1.376
H -5.045 2.760 0.486
H -3.472 1.480 -3.461
H 2.387 -4.386 4.017
H 1.143 -6.497 -6.647
C -4.827 1.206 2.162
H 5.806 5.378 0.171
C -4.451 1.834 0.744
H -11.891 -0.245 0.862
H 2.607 8.675 -0.434
```

Summary:
LUMO energy (eV): 1.31
DFT total energy (a.u.): -11231.7866
Highest occupied orbital energy (Eh): -0.04161
Total charge: -1

=====

# 4
Below is a structure of composition C38H57Cl3N13O4Ta at a distorted geometry, with properties calculated with the ωB97M-V functional and the def2-TZVPD basis.

Structure (XYZ):
```
116
C38H57Cl3N13O4Ta | the Open Molecules 2025 dataset | the ωB97M-V functional and the def2-TZVPD basis
C -2.825 2.598 -2.292
H -0.487 1.785 -4.150
H -0.958 -3.457 -3.294
N 2.963 2.321 -2.743
C -2.532 -0.872 -4.599
C -1.556 -4.715 -1.040
H -1.501 4.609 4.331
N -3.452 -1.796 -2.528
C -4.648 -1.998 -1.917
O -5.192 -2.447 1.696
H -4.292 3.671 -3.402
C 1.171 0.200 2.800
C -2.276 -0.999 -5.957
C 3.529 3.424 -1.976
H 1.603 -5.887 1.114
C -4.433 -1.991 -0.553
C -2.679 -2.137 -6.641
H -2.687 4.517 0.741
Ta 0.014 0.352 -0.102
H 3.889 1.686 -0.517
H -2.841 3.791 3.521
H 3.776 -0.028 -0.420
H 4.601 3.279 -1.826
H -0.757 5.832 -2.313
H -1.276 -5.734 -1.316
H 1.901 -1.945 2.159
H 0.858 4.081 1.579
H 3.039 3.545 -1.017
H -3.403 0.727 0.642
O -1.183 -0.895 0.861
H -0.235 -0.538 -2.772
C -3.322 1.287 1.568
N -0.390 1.662 1.653
C 3.208 0.889 -0.267
C -1.346 4.926 -2.336
H 3.388 4.345 -2.543
C 0.600 1.838 -4.254
H -2.850 0.683 2.339
H -3.646 -4.048 -6.493
H -0.435 -4.499 2.554
N -0.994 1.425 -1.131
H 3.635 0.923 1.865
H 0.600 -2.805 -2.782
C -0.090 -3.630 -2.671
H -2.234 0.013 -4.055
H -0.063 1.652 3.752
N 0.865 -2.081 -0.415
N -1.006 3.777 2.491
H 3.232 1.341 -4.590
H -2.943 5.756 -3.500
C -3.313 3.719 -2.946
N 1.971 0.892 -1.078
C 0.280 -3.783 2.144
H 0.838 4.385 3.336
N -0.481 -3.766 -1.279
C 2.394 -1.348 1.402
H 2.360 2.021 1.305
C 0.744 -5.557 0.526
C 0.734 -0.419 -3.268
N -2.467 -1.613 -1.632
N 1.210 0.953 -3.271
H -1.778 -0.198 -6.486
H 2.680 -3.030 0.149
N -2.573 2.525 1.392
H -2.303 5.390 2.961
C 0.506 1.545 2.826
H 0.607 -0.741 -4.303
H 3.447 -1.268 1.692
H -4.231 -2.618 1.774
H 4.587 2.337 -4.047
Cl 0.634 3.931 -0.858
H -4.103 3.966 1.667
H -2.412 -4.422 -1.651
H -0.121 -6.153 0.828
C -3.332 -3.158 -5.965
H -1.859 -4.690 0.004
O -2.537 -2.366 1.761
C 0.298 -3.282 -0.294
H 1.265 2.325 2.844
C -1.553 2.564 -1.688
C -1.306 2.647 1.813
H 2.814 -1.516 -0.706
C 3.500 2.274 -4.106
H -0.178 -2.799 2.207
H 1.468 -1.057 -2.784
H -4.328 1.547 1.903
N 0.544 -4.132 0.754
H 0.963 -5.744 -0.522
C 2.244 -2.032 0.062
C -2.566 4.882 -2.987
C -3.347 3.675 0.936
Cl -3.910 1.263 -2.164
H 3.140 3.111 -4.707
H 0.905 2.865 -4.077
H 1.937 0.123 3.578
C -3.585 -3.043 -4.608
Cl -6.088 -2.130 -2.792
H 0.870 1.550 -5.272
H 1.183 -3.830 2.757
H -3.855 3.407 0.011
H -4.092 -3.838 -4.077
H 0.080 5.526 2.219
C 2.795 1.029 1.173
C -5.532 -2.093 0.459
C -2.232 -1.683 0.800
H 0.437 -0.592 2.949
C 2.058 1.406 -2.324
H -2.489 -2.227 -7.702
C 0.272 4.469 2.406
C -3.043 -1.738 -0.449
O -6.665 -1.852 0.156
C -0.874 3.791 -1.703
C -3.187 -1.895 -3.935
H 0.391 -4.556 -3.007
N 1.765 0.005 1.458
C -1.977 4.430 3.366
```

Summary:
Energy relative to the best compared isomer or geometry (same formula, charge and spin) (kcal/mol): 16.6
LUMO energy (eV): -5.24
DFT total energy (a.u.): -3932.2641
Highest occupied orbital energy (Eh): -0.49170
Total charge: +2

=====

Which value of DFT total energy does entry 3 give?
-11231.7866 a.u.

=====

What is the formula in the third record?
C38H57Br3N17O4S2

=====

The lowest DFT total energy belongs to which entry?
C38H57Br3N17O4S2